Density functional theory data (wB97M-V/def2-TZVPD) for an isolated ion of composition C6H16N2 and charge +1 at a distorted geometry.

Geometry as XYZ:
```
24
Properties=species:S:1:pos:R:3:forces:R:3
C 0.748 0.628 -3.104 1.682 1.327 1.941
C 0.174 0.794 -1.675 3.066 0.583 -1.120
C 1.125 0.260 -0.593 -1.490 -0.465 0.766
C 0.787 -1.219 -0.175 3.683 0.736 1.405
C -0.435 -1.453 0.685 -2.949 -0.927 -0.167
N -0.195 -0.705 1.918 0.679 2.864 -1.989
C -0.761 0.678 2.128 -2.802 -1.829 2.315
N -2.258 0.629 2.586 2.316 -1.311 -0.694
H 1.539 -0.114 -3.029 -0.818 -1.242 -0.962
H 0.033 0.751 -3.870 -0.770 -1.119 -0.957
H 1.430 1.431 -3.339 0.121 0.990 0.277
H 0.021 1.827 -1.428 -0.519 0.593 -0.210
H -0.705 0.267 -1.660 -2.411 -1.109 0.416
H 0.889 0.923 0.227 0.165 -0.066 0.772
H 2.184 0.466 -0.714 0.111 -0.479 -0.652
H 0.801 -1.878 -0.999 -0.474 -0.684 -1.153
H 1.724 -1.659 0.433 -1.866 0.941 -0.986
H -0.464 -2.541 0.920 0.129 0.549 0.062
H -1.520 -1.283 0.201 2.531 0.242 1.189
H 0.841 -0.642 2.031 -0.737 -0.711 0.855
H -0.085 1.249 2.735 -0.006 -0.196 1.166
H -0.826 1.299 1.300 0.074 0.214 -2.558
H -2.715 0.005 1.844 0.367 1.071 1.964
H -2.334 0.286 3.579 -0.081 0.028 -1.682
```
Positions in Å, forces in eV/Å.

Output
Total charge = +1
LUMO energy (alpha / beta) = -2.9 / -8.1 eV
Spin multiplicity = 2
F_max = 4.07 eV/A
Relative energy (zero: lowest compared OMol25 entry of this formula, charge and spin) = 251.29 kJ/mol
Electronic energy = -9451.07653 eV
HOMO-LUMO gap (alpha / beta) = 11.645 / 6.415 eV